1.
Formula: C43H112N7O16S
Source: the OMol25 dataset
Level of theory: wB97M-V/def2-TZVPD

As for the lowest unoccupied orbital energy: 1.89 eV. Its highest occupied orbital energy is -5.762 eV.

Geometry as ORCA input:
```
! RIJCOSX wB97M-V def2-TZVPD def2/J DEFGRID3
* xyz -1 1
S -1.415 -0.416 -5.881
O -1.787 0.850 -5.392
O -0.768 2.639 -3.981
O -2.000 -0.712 -7.153
O 3.332 -0.898 4.968
O -1.908 -1.333 -4.866
O 0.087 0.691 -2.467
O 0.230 -0.677 4.489
O 5.583 5.129 -1.927
O -3.152 3.948 -0.418
O 1.636 0.498 -4.472
O 2.368 -5.403 -0.960
O 0.010 -0.592 -6.002
O -0.538 -5.464 -5.605
O -1.360 -1.337 -2.481
O 1.234 2.795 -5.459
O -7.352 1.992 -2.237
N -2.609 3.578 0.832
N -0.657 -1.718 4.562
N -3.456 -3.331 -4.600
N 0.118 -3.667 -1.771
N -4.181 2.251 -4.100
N 3.614 2.779 -3.933
N 3.371 0.376 4.405
C -0.745 -2.605 3.343
C -6.145 2.547 -2.756
C -1.320 -1.858 2.061
C -1.528 5.854 1.163
C 3.851 1.734 2.463
C 5.708 0.241 3.465
C -0.134 3.954 0.293
C -2.366 1.911 2.546
C -4.749 0.271 -3.010
C 3.379 1.508 5.423
C 3.709 -0.695 2.158
C 0.658 -3.248 2.999
C -4.383 1.751 0.968
C -3.577 -5.631 -5.122
C -1.589 -4.423 4.931
C -2.838 2.117 1.073
C -1.978 1.235 0.087
C 3.887 3.064 3.261
C 0.021 -5.876 -6.859
C 4.191 0.440 3.188
C -1.753 -3.696 3.665
C -2.614 -4.562 -4.639
C 2.180 -2.455 -0.972
C 5.380 5.531 -0.562
C -1.643 -3.408 6.124
C 3.232 2.854 4.702
C 0.817 -3.000 6.293
C 5.071 3.819 -2.269
C 2.138 1.292 6.313
C -1.043 2.447 3.027
C -5.343 1.559 -3.670
C -0.897 3.970 2.695
C -0.560 -2.309 5.940
C -1.432 -4.319 -5.655
C -1.309 4.312 1.202
C 4.732 1.456 6.314
C 2.299 -4.688 -2.206
C 2.570 4.142 -2.222
C -0.965 -1.144 6.933
C -8.511 1.848 -3.105
C 2.932 -6.715 -1.056
C 1.507 -3.348 -2.033
C 3.793 3.983 -3.103
H -0.155 -4.269 -2.535
H -2.382 -5.158 5.071
H -1.770 -4.375 2.813
H -9.260 1.380 -2.466
H 0.616 4.742 0.366
H 2.210 -2.944 0.002
H 4.312 5.517 -0.345
H -0.851 -3.450 -5.348
H 1.648 -2.795 -2.961
H -2.111 1.430 -0.977
H 0.158 -4.975 -7.455
H -4.166 0.505 -2.119
H -2.764 -3.288 3.685
H -0.099 -0.534 7.188
H 5.932 4.867 0.103
H -0.044 2.874 -4.566
H -2.433 0.845 2.764
H -0.403 3.831 -0.756
H 1.146 -0.033 -5.103
H -1.271 2.057 -4.555
H 2.858 2.858 -4.599
H 0.088 -4.255 -0.950
H -5.465 -0.407 -2.546
H 3.728 3.560 5.369
H 5.649 6.559 -0.321
H -3.633 2.243 -3.251
H 1.702 4.061 -2.877
H -3.683 1.643 -4.734
H -0.315 -0.073 3.979
H 2.385 -1.051 5.019
H 2.485 5.000 -1.556
H -0.283 2.045 2.356
H 1.639 -2.304 6.126
H -2.634 -2.954 6.140
H -2.338 -1.519 2.254
H 0.156 4.194 2.865
H -3.784 -5.528 -6.188
H 5.963 -0.632 4.066
H 1.685 -1.500 -0.795
H -2.282 0.246 0.430
H -3.226 -6.635 -4.887
H 2.656 -7.271 -0.160
H -0.614 6.435 1.291
H -4.063 -0.351 -3.586
H -0.793 -0.921 1.883
H 0.782 -3.289 1.917
H -1.814 6.069 0.133
H -3.195 2.176 3.203
H 5.191 0.468 6.278
H -0.420 2.025 -3.329
H -4.021 -3.263 -5.434
H -1.195 4.653 3.491
H 4.864 3.545 3.222
H 4.438 1.830 1.549
H -0.916 1.199 0.329
H -2.324 6.320 1.744
H 2.630 -0.616 2.025
H 2.476 -7.206 -1.916
H 6.145 1.192 3.769
H -0.709 -0.632 -2.448
H 1.176 0.514 -3.630
H -8.242 1.129 -3.878
H -0.656 -4.980 4.844
H 4.020 -6.725 -1.112
H 2.825 1.776 2.099
H -6.442 3.452 -3.286
H -0.645 -6.485 -7.471
H 3.268 3.789 2.733
H 1.611 1.396 -4.809
H -5.533 2.878 -1.917
H -4.544 -5.633 -4.618
H 2.210 0.330 6.821
H -5.033 2.534 1.360
H 2.163 2.034 7.111
H -5.915 1.273 -4.553
H -1.618 -1.333 -3.406
H 4.183 -0.558 1.186
H 3.888 4.866 -3.735
H 3.803 -1.723 2.506
H -0.945 -2.121 -2.116
H -1.688 -0.428 6.543
H 2.190 3.150 4.584
H 3.252 -2.350 -1.139
H 0.722 -4.266 3.384
H 4.854 3.275 -1.350
H 1.089 -3.835 5.646
H -2.250 -4.740 -3.627
H -1.472 -3.896 7.083
H 0.340 3.005 0.542
H 0.417 0.727 -1.548
H -4.671 1.699 -0.082
H 1.680 3.063 -6.286
H 6.333 -0.103 2.641
H -1.794 -4.084 -6.656
H 5.471 2.121 5.868
H -3.960 4.423 -0.208
H -4.790 0.943 1.576
H 3.301 -4.365 -2.488
H -8.839 2.759 -3.606
H 1.796 -5.176 -3.040
H -1.351 -1.502 7.888
H 1.180 1.299 5.793
H -0.879 2.259 4.088
H 4.551 1.719 7.356
H -2.851 -2.541 -4.775
H 5.854 3.419 -2.913
H 2.456 3.215 -1.659
H -1.472 -2.418 1.138
H 4.424 2.588 -4.506
H 1.498 -2.621 3.299
H 0.924 -3.355 7.318
H 0.955 -6.380 -6.607
*
```

Mulliken atomic charge list, values in e, 2 entries: atom 1 (S): 1.1276, atom 2 (O): -0.7916

***

2.
Formula: C8H15AlN3O3
Source: the OMol25 dataset
Level of theory: wB97M-V/def2-TZVPD

As for the lowest unoccupied orbital energy: -4.24 eV. Its highest occupied orbital energy is -12.442 eV.

Geometry as ORCA input:
```
! RIJCOSX wB97M-V def2-TZVPD def2/J DEFGRID3
* xyz 1 1
Al 0.949 0.492 -0.065
O 0.949 0.492 1.762
O -0.221 -1.400 2.084
O -0.891 0.492 -0.065
N -3.083 -0.071 -0.430
N 4.981 -0.087 -0.330
N 2.849 0.492 -0.065
C 0.372 -0.441 2.556
C -4.101 -0.941 -0.995
C 3.649 1.548 0.417
C 4.966 1.188 0.253
C -3.513 1.094 0.325
C -1.718 -0.276 -0.563
C 3.627 -0.437 -0.490
C -1.238 -1.477 -1.342
H -3.980 -0.974 -2.081
H -0.626 -2.099 -0.682
H -2.036 -2.099 -1.746
H -3.980 -1.947 -0.582
H -0.626 -1.127 -2.179
H -3.113 1.995 -0.151
H 5.837 1.769 0.518
H 0.949 2.089 -0.065
H -3.113 1.026 1.342
H 3.296 -1.374 -0.918
H 0.438 -0.335 3.633
H -4.603 1.164 0.370
H 5.807 -0.646 -0.585
H -5.107 -0.581 -0.761
H 3.283 2.473 0.840
*
```

natural (NBO) atomic charge list, values in e, 2 entries: atom 1 (Al): 1.7813, atom 2 (O): -0.8900

***

3.
Formula: C31H52Cl8IN2O2P2
Source: the OMol25 dataset
Level of theory: wB97M-V/def2-TZVPD

As for the lowest unoccupied orbital energy: 1.30 eV. Its highest occupied orbital energy is -4.100 eV.

Geometry as ORCA input:
```
! RIJCOSX wB97M-V def2-TZVPD def2/J DEFGRID3
* xyz -1 1
I 1.297 -2.743 -5.641
Cl -3.222 2.389 3.457
Cl 4.917 4.147 7.910
Cl -1.639 4.035 7.664
Cl 2.612 6.477 8.840
Cl -1.656 5.013 -2.549
Cl -2.684 7.375 -0.325
Cl -0.633 3.941 1.882
Cl 0.926 3.770 5.418
P 1.390 -3.325 -3.101
P 3.583 -2.796 -3.297
O 2.440 -4.953 1.421
O -0.335 -3.510 -2.909
N 1.772 -2.910 2.123
N 4.593 -4.008 -3.593
C -1.816 -0.656 1.191
C 0.536 -0.798 1.922
C -5.078 -4.546 -3.925
C 1.673 -5.140 -3.659
C 1.572 -3.946 -1.286
C -1.260 -3.550 -3.947
C -3.718 -3.928 -4.364
C -2.636 -3.943 -3.248
C 2.555 -3.249 -0.308
C 0.241 -0.549 -3.301
C 1.141 -1.483 -2.533
C -1.050 6.675 -0.481
C 5.192 5.574 8.941
C 0.623 0.354 -4.342
C -0.622 -0.030 1.642
C -2.194 3.693 4.110
C -2.045 0.454 -3.540
C 0.558 -2.216 1.770
C -0.636 -2.831 1.317
C 2.250 -3.800 1.110
C -1.133 -0.432 -2.912
C 3.994 5.893 9.802
C 0.535 -6.162 -3.346
C -1.771 4.672 3.044
C -1.797 -2.065 1.028
C -1.617 1.308 -4.589
C -0.689 6.362 -1.910
C 1.056 4.034 7.179
C -0.260 1.246 -4.992
C -0.029 3.321 7.947
C -2.615 2.288 -5.247
H -2.886 -3.132 -2.539
H 3.577 -3.615 -0.515
H -5.772 -4.469 -4.785
H -1.534 -1.046 -2.094
H 4.246 6.684 10.507
H 2.565 -5.581 -3.181
H 4.113 -2.056 -2.199
H 1.036 5.104 7.361
H 3.701 -1.893 -4.403
H -2.274 2.639 -6.228
H -2.552 -4.917 -2.741
H -4.924 -5.617 -3.720
H -3.874 -2.881 -4.688
H 2.507 -2.156 -0.222
H 5.310 -4.018 -2.872
H -0.078 2.266 7.686
H -0.659 -3.920 1.203
H 3.666 5.023 10.368
H -1.331 3.237 4.590
H -2.706 3.129 -4.517
H -3.598 1.794 -5.281
H 2.112 -0.964 -2.376
H -5.544 -4.009 -3.087
H 0.559 -3.856 -0.845
H -0.200 -6.291 -4.159
H 1.681 0.319 -4.632
H 0.708 -1.552 -1.514
H -2.722 -0.077 0.996
H -0.650 1.053 1.795
H 0.162 1.873 -5.784
H -1.530 -2.612 -4.456
H -1.154 -4.378 -4.675
H 0.166 3.401 9.016
H -1.006 5.775 0.125
H 1.569 -3.462 2.952
H 5.453 6.410 8.296
H 6.049 5.347 9.574
H 1.881 -5.203 -4.738
H 0.356 6.058 -1.966
H -2.719 -2.550 0.695
H -2.625 5.053 2.486
H -1.258 5.517 3.502
H -0.828 7.222 -2.563
H 1.802 -5.022 -1.217
H 0.995 -7.167 -3.222
H 1.410 -0.235 2.268
H -0.354 7.407 -0.072
H 0.043 -5.959 -2.378
H -2.779 4.207 4.871
H -3.372 -4.502 -5.246
H 2.031 3.656 7.482
H -3.094 0.512 -3.232
*
```

Mulliken atomic charge list, values in e, 2 entries: atom 1 (I): -0.1083, atom 2 (Cl): -0.1856

***

Repeat the second record exactly.
Formula: C8H15AlN3O3
Source: the OMol25 dataset
Level of theory: wB97M-V/def2-TZVPD

As for the lowest unoccupied orbital energy: -4.24 eV. Its highest occupied orbital energy is -12.442 eV.

Geometry as ORCA input:
```
! RIJCOSX wB97M-V def2-TZVPD def2/J DEFGRID3
* xyz 1 1
Al 0.949 0.492 -0.065
O 0.949 0.492 1.762
O -0.221 -1.400 2.084
O -0.891 0.492 -0.065
N -3.083 -0.071 -0.430
N 4.981 -0.087 -0.330
N 2.849 0.492 -0.065
C 0.372 -0.441 2.556
C -4.101 -0.941 -0.995
C 3.649 1.548 0.417
C 4.966 1.188 0.253
C -3.513 1.094 0.325
C -1.718 -0.276 -0.563
C 3.627 -0.437 -0.490
C -1.238 -1.477 -1.342
H -3.980 -0.974 -2.081
H -0.626 -2.099 -0.682
H -2.036 -2.099 -1.746
H -3.980 -1.947 -0.582
H -0.626 -1.127 -2.179
H -3.113 1.995 -0.151
H 5.837 1.769 0.518
H 0.949 2.089 -0.065
H -3.113 1.026 1.342
H 3.296 -1.374 -0.918
H 0.438 -0.335 3.633
H -4.603 1.164 0.370
H 5.807 -0.646 -0.585
H -5.107 -0.581 -0.761
H 3.283 2.473 0.840
*
```

natural (NBO) atomic charge list, values in e, 2 entries: atom 1 (Al): 1.7813, atom 2 (O): -0.8900